Entry 1:
Density functional theory data (ωB97M-V with the def2-TZVPD basis set) for 2 unconnected molecules or ions with the total composition C6H14Si in a non-equilibrium geometry.

Element x y z (Å)
C 0.163 2.131 -0.070
C -0.484 0.763 0.016
Si 0.793 -0.575 -0.509
C 2.649 -0.107 -0.004
C 0.317 -2.223 0.417
H 0.906 1.987 -0.879
H -0.499 2.872 -0.262
H 0.608 2.272 0.809
H -1.350 0.582 -0.605
H -0.690 0.663 1.001
H 0.921 -0.548 -1.903
H 3.295 -0.748 -0.595
H 2.852 1.040 -0.303
H 2.762 -0.103 1.039
H -0.009 -2.959 -0.460
H 1.114 -2.566 0.877
H -0.463 -2.047 1.053
C -4.194 0.268 0.248
C -4.485 -0.725 -0.349
H -4.370 1.233 0.621
H -4.340 -1.676 -0.779

Calculated values
HOMO = -0.3612 Ha
Multiplicity = 1
Energy above the lowest of the compared OMol25 structures with the same formula, charge and spin = 361.0 kJ/mol
F_max = 7.23 eV/Å
SMILES = CC[SiH](C)C.C#C
Frontier orbital gap = 10.82 eV

Entry 2:
Density functional theory data (ωB97M-V with the def2-TZVPD basis set) for 15 unconnected molecules or ions with the total composition C21H31Cl42O3P in a non-equilibrium geometry.

Element x y z (Å)
C -1.560 4.022 1.890
C -2.453 3.516 3.103
O -3.694 3.390 2.971
O -1.914 3.136 4.379
C -1.039 1.986 4.235
C -1.682 0.618 4.832
C -0.778 -0.577 4.245
C -1.328 -1.220 2.887
P -0.059 -2.601 2.374
C -0.128 -2.072 0.537
O 1.127 -3.828 1.909
H -0.652 3.346 1.755
H -1.169 5.084 1.996
H -2.189 3.925 0.952
H -0.792 1.730 3.137
H -0.063 2.218 4.798
H -1.527 0.649 5.965
H -2.791 0.527 4.587
H -0.675 -1.398 5.028
H 0.288 -0.161 4.085
H -2.347 -1.735 3.011
H -1.319 -0.483 2.000
H -1.021 -3.615 2.753
H 0.893 -2.121 3.331
H 0.395 -1.083 0.336
H 0.271 -2.942 -0.071
H -1.242 -1.923 0.295
H 2.029 -3.513 2.134
C 2.577 2.919 6.555
Cl 4.092 2.455 5.768
Cl 1.825 4.277 5.706
Cl 1.470 1.541 6.629
H 2.801 3.233 7.573
C 1.103 -5.465 -1.457
Cl -0.149 -4.501 -2.251
Cl 0.863 -7.186 -1.791
Cl 2.711 -4.946 -1.980
H 1.026 -5.310 -0.381
C 2.318 1.664 -0.836
Cl 1.525 2.198 0.653
Cl 2.120 -0.079 -1.052
Cl 1.674 2.539 -2.231
H 3.381 1.882 -0.754
C -0.953 -3.195 -5.952
Cl 0.361 -4.304 -5.535
Cl -1.458 -2.265 -4.534
Cl -0.462 -2.113 -7.262
H -1.801 -3.784 -6.295
C 5.185 -2.792 -4.152
Cl 5.334 -1.048 -3.889
Cl 5.518 -3.197 -5.842
Cl 6.273 -3.679 -3.074
H 4.162 -3.086 -3.925
C -0.239 6.196 -2.258
Cl 0.999 6.898 -1.206
Cl 0.459 5.732 -3.816
Cl -1.000 4.803 -1.477
H -1.005 6.949 -2.436
C -1.745 -7.179 2.317
Cl -0.428 -8.286 2.720
Cl -2.240 -6.252 3.741
Cl -1.258 -6.095 1.007
H -2.596 -7.766 1.978
C -5.129 3.084 -0.517
Cl -6.387 4.059 -1.289
Cl -5.368 1.366 -0.871
Cl -3.524 3.611 -1.047
H -5.197 3.225 0.560
C 3.627 -8.900 2.404
Cl 2.301 -9.921 2.979
Cl 3.201 -7.189 2.546
Cl 5.113 -9.249 3.299
H 3.800 -9.124 1.354
C -9.764 5.439 -3.244
Cl -10.551 6.620 -4.299
Cl -9.204 4.045 -4.178
Cl -8.418 6.183 -2.370
H -10.494 5.091 -2.516
C 6.308 -0.980 4.422
Cl 4.962 -1.673 3.507
Cl 6.669 0.656 3.853
Cl 5.943 -0.970 6.153
H 7.187 -1.600 4.261
C 2.164 8.352 -6.905
Cl 1.373 8.878 -5.413
Cl 1.975 6.606 -7.129
Cl 1.515 9.230 -8.296
H 3.226 8.573 -6.826
C 2.900 -9.328 -4.276
Cl 2.632 -7.793 -5.115
Cl 3.519 -10.549 -5.397
Cl 4.013 -9.110 -2.918
H 1.946 -9.675 -3.885
C -3.446 9.140 -1.615
Cl -2.039 9.172 -2.691
Cl -4.828 9.939 -2.376
Cl -3.855 7.476 -1.175
H -3.194 9.683 -0.707

Calculated values
HOMO = -0.3309 Ha
Multiplicity = 1
F_max = 4.22 eV/Å
Frontier orbital gap = 9.16 eV

LUMO, record by record: 0.9894, 0.1556 eV